The following is a quantum chemistry calculation of a molecular structure, C25H28F3N2O4Sb2V in a non-equilibrium geometry, from OMol25.

Calculated values
<S²> = 0.88
energy relative to the best compared isomer or geometry (same formula, charge and spin) = 38.7 kcal/mol
LUMO level (alpha / beta) = -11.428 / -10.613 eV
HOMO (alpha / beta) = -0.614 / -0.615 hartree
Kohn-Sham gap (alpha / beta) = 5.3 / 6.1 eV

```
! wB97M-V def2-TZVPD RIJCOSX def2/J DEFGRID3
* xyz 3 2
V -0.278 0.232 0.546
C 3.373 -1.192 -0.970
Sb 2.492 -0.281 0.716
C 3.134 1.721 0.542
C 3.510 -0.974 2.460
C 3.857 0.214 3.314
C 5.147 0.734 3.252
C 5.496 1.858 3.989
C 4.555 2.474 4.800
C 3.273 1.950 4.887
C 2.911 0.824 4.152
C 1.558 0.222 4.363
Sb -0.128 0.831 3.204
C -1.578 -0.360 4.181
C -0.531 2.857 3.611
H 4.424 -0.904 -0.927
H 2.928 -0.804 -1.882
H 3.280 -2.274 -0.931
H 4.183 1.752 0.835
H 2.573 2.394 1.185
H 3.025 2.019 -0.500
H 4.404 -1.452 2.056
H 2.929 -1.746 2.961
H 5.895 0.251 2.634
H 6.507 2.238 3.937
H 4.822 3.341 5.388
H 2.561 2.400 5.569
H 1.176 0.461 5.360
H 1.554 -0.865 4.284
H -1.725 0.075 5.170
H -1.169 -1.363 4.288
H -2.529 -0.404 3.660
H -1.136 2.897 4.516
H -1.052 3.336 2.786
H 0.424 3.352 3.778
F -6.508 -0.077 -1.863
C -6.272 -0.942 -0.884
F -6.408 -2.173 -1.353
F -7.144 -0.741 0.091
C -4.848 -0.726 -0.378
C -3.784 -1.367 -1.001
C -2.511 -1.104 -0.542
N -2.264 -0.268 0.487
C -3.303 0.352 1.078
C -4.604 0.145 0.675
H -3.939 -2.058 -1.819
H -1.656 -1.601 -1.001
H -3.069 1.036 1.882
H -5.413 0.658 1.177
O -0.645 3.869 -0.666
C -0.172 3.017 -1.267
O 0.011 1.644 -0.252
C 0.331 2.727 -2.582
C 0.687 1.463 -3.060
C 1.114 1.324 -4.365
C 1.198 2.441 -5.195
C 0.848 3.681 -4.695
C 0.406 3.862 -3.404
N 0.945 4.877 -5.576
O 1.260 4.676 -6.720
O 0.699 5.940 -5.058
H 0.623 0.586 -2.430
H 1.379 0.351 -4.752
H 1.528 2.366 -6.224
H 0.136 4.853 -3.061
*
```

The following is a quantum chemistry calculation of 3 unconnected molecules or ions with the total composition C22H39I2N2O9PS3 in a non-equilibrium geometry, from OMol25.

Calculated values
LUMO level = -1.518 eV
HOMO = -0.306 hartree
Kohn-Sham gap = 6.8 eV

```
! wB97M-V def2-TZVPD RIJCOSX def2/J DEFGRID3
* xyz 0 1
C 2.857 -2.723 0.120
C 3.401 -1.688 1.258
O 4.453 -0.889 0.641
P 4.143 0.799 0.858
O 4.425 1.178 2.341
C 2.407 1.273 0.287
C 1.330 1.421 1.479
C 0.036 2.163 0.849
C -1.360 1.668 1.438
C -2.601 1.290 0.541
C -2.415 1.405 -1.057
I -1.098 -0.265 -1.639
C -3.794 1.249 -1.894
C -3.709 1.966 -3.359
I -4.041 -0.921 -2.275
C -3.984 0.844 1.207
C -4.172 0.776 2.762
C -2.964 1.123 3.711
N -3.012 1.106 5.164
S -1.416 1.564 5.644
N -0.700 1.824 4.096
C -1.600 1.561 2.995
O 5.234 1.575 -0.233
C 5.368 2.988 0.082
C 4.901 3.916 -1.170
H 3.724 -3.404 -0.214
H 1.959 -3.304 0.533
H 2.496 -2.067 -0.748
H 3.903 -2.273 2.121
H 2.517 -1.090 1.668
H 2.503 2.329 -0.188
H 2.006 0.513 -0.469
H 1.784 2.128 2.277
H 1.083 0.449 2.025
H 0.124 2.076 -0.288
H 0.146 3.286 1.101
H -1.927 2.419 -1.265
H -4.737 1.581 -1.322
H -2.967 1.369 -4.016
H -4.739 1.831 -3.860
H -3.385 3.069 -3.282
H -4.884 0.564 0.555
H -5.205 0.479 3.184
H 4.813 3.331 1.020
H 6.501 3.188 0.202
H 5.594 3.818 -2.073
H 3.839 3.655 -1.535
H 4.881 5.028 -0.847
O 4.116 -3.292 6.852
S 2.829 -2.760 6.486
O 2.247 -2.998 5.191
O 2.814 -1.170 6.782
C 3.829 -0.358 6.190
C 3.561 -0.107 4.719
C 1.648 -3.226 7.721
H 4.818 -0.802 6.342
H 3.821 0.598 6.722
H 3.647 -1.030 4.141
H 4.272 0.611 4.312
H 2.546 0.274 4.571
H 2.063 -3.013 8.706
H 1.458 -4.295 7.616
H 0.727 -2.668 7.557
O -6.062 -1.664 -6.205
S -4.638 -1.817 -6.352
O -3.742 -0.691 -6.300
O -4.336 -2.662 -7.700
C -4.875 -2.190 -8.933
C -4.090 -1.010 -9.473
C -4.073 -3.034 -5.196
H -5.936 -1.943 -8.822
H -4.811 -3.018 -9.644
H -4.203 -0.135 -8.830
H -4.436 -0.740 -10.474
H -3.023 -1.244 -9.517
H -4.721 -3.907 -5.255
H -4.124 -2.593 -4.198
H -3.042 -3.295 -5.434
*
```

The following is a quantum chemistry calculation of a single C19H23NOS2 molecule, from OMol25.

Calculated values
energy relative to the best compared isomer or geometry (same formula, charge and spin) = 5.4 kcal/mol
SMILES string = Cc1ccc(CSCCNC(=O)CCSc2ccccc2)cc1
LUMO level = 0.545 eV
HOMO = -0.307 hartree
Kohn-Sham gap = 8.9 eV

```
! wB97M-V def2-TZVPD RIJCOSX def2/J DEFGRID3
* xyz 0 1
C 4.528 -0.760 -1.411
C 3.549 -1.174 -0.355
C 3.184 -0.286 0.651
C 2.280 -0.651 1.630
C 1.730 -1.927 1.638
C 2.101 -2.821 0.643
C 2.992 -2.446 -0.345
H 3.263 -3.154 -1.115
H 1.677 -3.815 0.643
C 0.784 -2.338 2.725
H 1.294 -2.981 3.445
H 0.373 -1.476 3.250
S -0.621 -3.350 2.142
C -1.760 -2.071 1.541
C -1.230 -1.318 0.322
N -2.294 -0.612 -0.357
C -2.779 0.565 0.111
O -2.307 1.133 1.070
C -3.975 1.085 -0.677
C -3.669 1.367 -2.146
H -4.593 1.450 -2.719
H -3.046 0.592 -2.591
S -2.857 2.986 -2.398
C -1.380 2.771 -1.426
C -1.111 3.688 -0.423
C 0.019 3.533 0.357
C 0.873 2.466 0.137
C 0.609 1.562 -0.879
C -0.514 1.718 -1.671
H -0.714 1.021 -2.471
H 1.278 0.732 -1.054
H 1.745 2.336 0.759
H 0.224 4.238 1.149
H -1.794 4.506 -0.253
H -4.326 1.999 -0.195
H -4.772 0.338 -0.616
H -2.828 -1.128 -1.038
H -0.765 -2.014 -0.379
H -0.490 -0.576 0.634
H -1.979 -1.380 2.356
H -2.669 -2.617 1.284
H 2.000 0.057 2.397
H 3.617 0.704 0.662
H 4.288 0.230 -1.794
H 5.534 -0.719 -0.993
H 4.532 -1.467 -2.238
*
```

Repeat the second record exactly.
The following is a quantum chemistry calculation of 3 unconnected molecules or ions with the total composition C22H39I2N2O9PS3 in a non-equilibrium geometry, from OMol25.

Calculated values
LUMO level = -1.518 eV
HOMO = -0.306 hartree
Kohn-Sham gap = 6.8 eV

```
! wB97M-V def2-TZVPD RIJCOSX def2/J DEFGRID3
* xyz 0 1
C 2.857 -2.723 0.120
C 3.401 -1.688 1.258
O 4.453 -0.889 0.641
P 4.143 0.799 0.858
O 4.425 1.178 2.341
C 2.407 1.273 0.287
C 1.330 1.421 1.479
C 0.036 2.163 0.849
C -1.360 1.668 1.438
C -2.601 1.290 0.541
C -2.415 1.405 -1.057
I -1.098 -0.265 -1.639
C -3.794 1.249 -1.894
C -3.709 1.966 -3.359
I -4.041 -0.921 -2.275
C -3.984 0.844 1.207
C -4.172 0.776 2.762
C -2.964 1.123 3.711
N -3.012 1.106 5.164
S -1.416 1.564 5.644
N -0.700 1.824 4.096
C -1.600 1.561 2.995
O 5.234 1.575 -0.233
C 5.368 2.988 0.082
C 4.901 3.916 -1.170
H 3.724 -3.404 -0.214
H 1.959 -3.304 0.533
H 2.496 -2.067 -0.748
H 3.903 -2.273 2.121
H 2.517 -1.090 1.668
H 2.503 2.329 -0.188
H 2.006 0.513 -0.469
H 1.784 2.128 2.277
H 1.083 0.449 2.025
H 0.124 2.076 -0.288
H 0.146 3.286 1.101
H -1.927 2.419 -1.265
H -4.737 1.581 -1.322
H -2.967 1.369 -4.016
H -4.739 1.831 -3.860
H -3.385 3.069 -3.282
H -4.884 0.564 0.555
H -5.205 0.479 3.184
H 4.813 3.331 1.020
H 6.501 3.188 0.202
H 5.594 3.818 -2.073
H 3.839 3.655 -1.535
H 4.881 5.028 -0.847
O 4.116 -3.292 6.852
S 2.829 -2.760 6.486
O 2.247 -2.998 5.191
O 2.814 -1.170 6.782
C 3.829 -0.358 6.190
C 3.561 -0.107 4.719
C 1.648 -3.226 7.721
H 4.818 -0.802 6.342
H 3.821 0.598 6.722
H 3.647 -1.030 4.141
H 4.272 0.611 4.312
H 2.546 0.274 4.571
H 2.063 -3.013 8.706
H 1.458 -4.295 7.616
H 0.727 -2.668 7.557
O -6.062 -1.664 -6.205
S -4.638 -1.817 -6.352
O -3.742 -0.691 -6.300
O -4.336 -2.662 -7.700
C -4.875 -2.190 -8.933
C -4.090 -1.010 -9.473
C -4.073 -3.034 -5.196
H -5.936 -1.943 -8.822
H -4.811 -3.018 -9.644
H -4.203 -0.135 -8.830
H -4.436 -0.740 -10.474
H -3.023 -1.244 -9.517
H -4.721 -3.907 -5.255
H -4.124 -2.593 -4.198
H -3.042 -3.295 -5.434
*
```